15
Properties=species:S:1:pos:R:3:nbo_charge:R:1 method="wB97M-V/def2-TZVPD" lumo_ha=0.01119 orbital_gap_ev=11.01 e_above_lowest_ev=5.618
N -0.0409 -0.9988 2.1538 -0.285
N -0.8870 0.1772 -0.7718 -0.546
N 1.7349 2.1962 0.7314 -0.279
C 0.9992 1.3708 0.1261 0.230
C 0.4392 -0.4955 1.2467 0.231
C 1.4734 -1.1038 -0.9306 -0.543
C 0.4312 -0.0565 -0.1826 -0.051
C -1.9358 0.8574 0.0522 -0.407
H -1.6053 1.7764 0.1988 0.196
H 2.2530 -1.2693 0.0316 0.232
H 0.8547 -1.8846 -0.9236 0.205
H 2.0314 -0.7085 -1.8371 0.257
H -2.9000 0.8274 -0.4274 0.222
H -1.8182 0.2285 1.0146 0.195
H -1.0300 -0.9168 -0.4820 0.343

***

9
Properties=species:S:1:pos:R:3:nbo_charge:R:1 method="wB97M-V/def2-TZVPD" lumo_ha=-0.31533 charge=+1 orbital_gap_ev=6.05 e_above_lowest_ev=1.365
I -0.7088 -1.2274 2.8526 0.286
O -1.6786 -0.9757 0.0523 -0.378
O 1.2963 0.1931 1.1025 -0.005
N 0.4512 -0.0265 0.2960 0.258
C 0.3563 0.5724 -0.9885 -0.538
C -0.7508 -0.7691 0.7313 0.451
H -0.1926 1.5455 -0.8648 0.319
H 1.4167 0.7988 -1.5200 0.314
H -0.1897 -0.1111 -1.6613 0.292

***

26
Properties=species:S:1:pos:R:3:nbo_charge:R:1 method="wB97M-V/def2-TZVPD" lumo_ha=0.01104 orbital_gap_ev=10.17 e_above_lowest_ev=2.542
O -3.9671 0.6095 -0.3726 -0.583
O 3.1381 1.2742 -1.0727 -0.668
O 0.6131 -1.0649 -1.2122 -0.604
O 1.1471 2.3365 -0.7756 -0.576
O -2.7067 1.3980 1.2724 -0.684
N -0.7120 -0.4663 0.5082 -0.638
N 2.7739 -1.6717 0.7139 -0.814
C 0.4780 -0.9572 0.0097 0.643
C -2.9412 0.5384 0.2835 0.764
C -1.7306 -0.0818 -0.3963 -0.158
C 2.0247 0.8744 0.9697 -0.521
C 1.5972 -0.7628 1.0395 -0.095
C -2.3319 -1.1448 -1.3693 -0.624
C 2.0329 1.6023 -0.4361 0.802
H 1.2418 -0.9511 2.0154 0.197
H -1.1080 -0.6193 1.4733 0.411
H -3.2468 -0.7493 -1.8676 0.251
H -2.6199 -2.0077 -0.6818 0.195
H 2.3588 -2.5002 0.3901 0.351
H -1.1938 0.7421 -0.9942 0.252
H 3.1565 -1.2614 -0.1965 0.365
H -1.7091 -1.5642 -2.1977 0.240
H 2.8620 1.0243 1.6767 0.247
H 3.3132 2.1600 -1.5635 0.500
H -3.5375 2.0367 1.4296 0.516
H 1.0672 1.2064 1.3540 0.231